76
Properties=species:S:1:pos:R:3 method="wB97M-V/def2-TZVPD" e_homo_ev=-8.828 orbital_gap_ha=0.265 spin_multiplicity=1 total_charge=0
C 3.01662 3.63936 -5.69172
C 3.08588 4.41482 -7.14253
C 4.68246 4.42743 -7.58558
C 2.07719 3.81656 -8.28905
C 1.47212 2.32265 -7.96634
C 2.20288 1.01128 -8.69665
C 1.68658 -0.54365 -8.47093
C 0.42815 -0.78374 -7.44052
C -0.28584 0.51088 -6.72820
C 0.18386 2.09561 -6.97810
C -0.66379 3.32448 -6.22669
O -0.93605 4.48433 -6.83392
C -1.09135 2.98853 -4.64511
C -1.06040 4.13431 -3.46596
C -1.45069 3.69488 -1.93056
C -1.86977 2.12998 -1.67825
C -2.21552 1.65201 -0.14844
F -3.40244 0.71752 -0.17434
F -2.58239 2.75957 0.77367
C -0.93543 0.73544 0.41133
C -1.03091 -0.18662 1.80313
C 0.23003 -1.12148 2.35487
C 1.66344 -1.20985 1.53581
C 1.79681 -0.29289 0.17054
C 3.20127 -0.30839 -0.73536
F 3.07594 0.41206 -2.02329
F 4.35571 0.27364 -0.01245
F 3.42142 -1.75804 -1.09213
C 0.53530 0.66304 -0.36634
C -1.93684 0.95536 -2.85268
C -1.54537 1.40160 -4.38437
C -1.57312 0.33992 -5.67480
O -2.55932 -0.54630 -5.83675
H 3.51325 2.55590 -5.72702
H 3.71741 4.26201 -4.95258
H 1.93833 3.61823 -5.21661
H 2.79167 5.56369 -7.00674
H 5.26949 5.01340 -6.72743
H 5.13855 3.33583 -7.57807
H 4.89183 4.98120 -8.59613
H 1.17860 4.52534 -8.56837
H 2.71328 3.70092 -9.29250
H 3.10662 1.16978 -9.43330
H 2.16450 -1.47468 -8.99765
H -0.01466 -1.86080 -7.19609
H -0.76111 5.25035 -3.65311
H -1.44838 4.40704 -0.98858
H -2.01510 -0.22759 2.44935
H 0.16890 -1.76490 3.35163
H 2.53899 -1.90509 1.92163
H 0.76770 1.28463 -1.34180
H -2.25954 -0.15000 -2.55682
C 0.42709 -2.57443 7.13943
C -0.57636 -1.58003 7.71479
C -1.96593 -1.70643 7.08717
C -1.88051 -1.44112 5.59295
N -1.80963 -1.22109 4.35334
H 0.59152 -2.40977 6.06985
H 1.39626 -2.46714 7.63678
H 0.08309 -3.60546 7.28109
H -0.19245 -0.56320 7.56690
H -0.65571 -1.74038 8.79570
H -2.65076 -0.98303 7.54213
H -2.37304 -2.70981 7.25252
C -3.91820 -4.49519 9.77251
C -3.65460 -5.90058 10.30373
C -2.24673 -6.06458 10.87973
C -1.21442 -5.79521 9.79706
N -0.35804 -5.57167 8.89890
H -3.24978 -4.24472 8.94267
H -4.94370 -4.41667 9.39790
H -3.78475 -3.74605 10.56144
H -3.81074 -6.62154 9.49192
H -4.38944 -6.12936 11.08352
H -2.11240 -7.08308 11.25906
H -2.08752 -5.36899 11.71079